(1)
Entry from the OMol25 dataset: a cluster of 9 separate species, C46H106N4O9 in total in a non-equilibrium geometry (ωB97M-V with the def2-TZVPD basis set).

CARTESIAN COORDINATES (ANGSTROEM)
O -6.952 17.220 13.446
O -14.221 17.878 15.826
O -10.392 18.462 22.735
O -11.010 21.229 17.601
O -8.869 21.198 22.298
O -13.028 17.522 10.537
O -11.750 19.397 15.766
O -9.881 14.027 17.529
O -5.910 15.556 15.589
N -7.559 21.303 21.780
N -9.993 13.103 18.622
N -9.938 17.212 23.326
N -6.357 18.332 12.815
C -6.567 20.612 23.917
C -9.069 18.380 25.235
C -6.621 20.749 12.069
C -12.059 18.371 11.011
C -10.990 18.233 16.069
C -11.883 17.959 12.460
C -7.210 15.502 16.197
C -8.031 20.733 19.540
C -6.771 17.149 10.570
C -9.739 16.250 21.113
C -8.776 12.433 19.073
C -11.347 17.240 25.561
C -11.738 22.459 17.596
C -7.346 18.886 21.128
C -6.623 21.742 22.837
C -11.846 16.035 22.364
C -5.010 19.130 10.977
C -5.190 21.896 22.252
C -11.483 11.534 17.348
C -7.182 19.592 12.816
C -13.190 22.238 17.974
C -8.615 19.342 12.342
C -11.321 12.479 18.600
C -11.459 11.780 19.960
C -12.467 13.451 18.572
C -11.015 18.186 17.649
C -7.044 23.111 23.512
C -9.108 11.612 20.350
C -7.277 20.087 14.237
C -5.932 20.411 10.697
C -7.267 16.560 17.234
C -15.374 18.517 15.259
C -4.725 20.712 21.403
C -16.658 17.721 15.407
C -9.717 14.808 23.126
C -7.955 11.570 18.032
C -10.411 10.776 20.213
C -9.218 15.882 25.297
C -10.279 16.056 22.516
C -7.845 13.608 19.488
C -5.751 17.899 11.599
C -9.947 17.219 24.810
C -5.728 20.499 20.347
C -4.611 16.905 11.811
C -7.205 20.345 20.787
C -9.778 14.742 24.590
H -11.648 22.852 16.584
H -12.842 17.784 12.947
H -12.448 11.399 20.214
H -9.995 14.897 17.919
H -9.179 22.104 22.224
H -11.794 18.200 25.304
H -11.413 18.694 13.113
H -12.232 16.604 21.519
H -6.620 20.265 9.864
H -10.998 10.577 17.545
H -12.396 14.324 17.924
H -5.087 22.845 21.726
H -12.542 11.332 17.188
H -15.565 19.505 15.680
H -6.416 16.980 9.553
H -5.092 15.943 11.991
H -7.938 15.677 15.405
H -12.778 16.596 10.485
H -11.221 12.087 16.446
H -13.431 21.176 17.995
H -14.471 17.192 16.450
H -7.532 18.213 20.291
H -11.408 20.616 16.978
H -8.249 10.970 20.547
H -9.626 18.965 22.450
H -5.343 21.250 10.324
H -7.606 21.649 19.129
H -8.649 16.277 21.148
H -7.689 23.115 24.391
H -8.776 14.500 22.670
H -8.255 14.274 20.247
H -12.496 16.258 23.210
H -6.209 23.689 23.906
H -7.005 13.241 20.079
H -8.141 15.917 25.129
H -4.552 22.043 23.123
H -5.390 19.544 19.943
H -9.009 18.559 26.309
H -7.932 19.979 18.759
H -6.184 19.662 23.542
H -7.695 19.346 14.918
H -10.287 9.936 19.529
H -8.036 18.841 21.970
H -10.793 17.156 17.930
H -9.369 15.823 26.374
H -5.723 14.943 14.875
H -12.046 18.374 17.947
H -6.272 20.325 14.588
H -4.153 16.582 10.876
H -7.580 20.327 24.203
H -11.392 12.542 20.736
H -10.082 17.107 20.534
H -8.083 18.379 24.770
H -9.968 18.105 15.712
H -7.786 17.540 10.628
H -15.014 18.619 14.235
H -10.361 13.989 22.806
H -7.334 21.569 11.983
H -5.799 21.181 12.640
H -13.445 12.972 18.529
H -10.649 10.204 21.111
H -12.122 14.995 22.195
H -7.574 14.142 18.578
H -6.669 16.339 18.117
H -16.914 17.615 16.461
H -11.369 23.204 18.301
H -17.429 18.367 14.987
H -7.561 12.133 17.186
H -12.515 13.984 19.522
H -3.772 17.178 12.451
H -9.128 12.349 21.153
H -12.586 19.168 15.353
H -4.584 18.845 10.015
H -6.871 16.162 11.021
H -13.436 22.745 18.907
H -7.404 14.552 16.695
H -7.922 20.960 14.344
H -8.602 19.554 11.273
H -9.077 20.915 19.789
H -11.340 17.018 12.553
H -4.283 19.580 11.652
H -8.323 16.666 17.482
H -3.774 20.957 20.929
H -4.491 19.913 22.107
H -11.280 18.325 10.251
H -7.072 17.526 16.768
H -12.080 16.471 25.318
H -16.643 16.724 14.967
H -8.886 18.315 12.589
H -9.535 19.330 24.972
H -6.308 17.039 14.134
H -11.080 17.141 26.613
H -9.162 13.880 24.848
H -9.320 20.086 12.712
H -10.453 18.878 18.276
H -7.282 10.829 18.465
H -8.688 10.927 17.545
H -11.650 17.536 15.552
H -10.070 15.361 20.575
H -13.896 22.662 17.260
H -10.754 14.511 25.017
H -5.868 20.704 24.748
H -6.501 18.446 21.657
H -12.408 19.396 10.891
H -7.523 23.853 22.872
H -5.469 20.892 19.363

Cartesian forces (eV/Å) of the 6 atoms listed first:
-0.6405 0.5375 -0.0115
0.0318 0.1343 0.3347
-1.1065 -1.4970 0.8736
0.6512 1.1816 1.4145
0.1645 -0.6605 -0.0552
-2.8273 -0.8448 -1.5926

For the LUMO energy, the calculation gives 0.44 eV. The calculation puts the strongest force on any atom at 0.068 hartree/bohr. The value obtained for the energy above the lowest of the compared OMol25 structures with the same formula, charge and spin is 80.5 kcal/mol.

=====

(2)
Entry from the OMol25 dataset: a structure of composition C15H27BBe2Br3CsFN2O16S2 in a non-equilibrium geometry (ωB97M-V with the def2-TZVPD basis set).

CARTESIAN COORDINATES (ANGSTROEM)
Cs 0.802 3.843 1.626
Br -6.188 -6.156 -0.378
Br -5.501 -8.426 1.787
Br -8.459 -7.182 1.644
S -0.244 -2.409 -0.302
S -4.214 -3.613 2.721
F 2.331 -0.582 -1.582
O -0.028 6.640 5.068
O 0.195 -0.784 -3.928
O -1.833 -2.193 -0.061
O -1.068 8.527 4.828
O 2.684 2.877 -2.306
O 0.365 -2.726 0.953
O -4.085 -4.184 1.378
O -3.745 -2.224 2.724
O -3.388 -4.410 3.672
O 1.179 1.826 -3.819
O -5.618 -3.654 3.152
O 0.233 -1.354 -1.148
O -0.345 -3.762 -1.189
O 4.777 -1.568 -2.025
O -1.337 0.885 -4.381
O -1.418 1.982 -2.365
N -0.602 7.628 5.500
N 2.359 0.880 2.795
C -1.044 -0.146 -3.420
C 5.996 -2.252 -1.767
C -2.560 -3.020 -0.971
C 2.057 1.001 1.487
C 3.221 0.687 -3.182
C 2.945 1.939 3.382
C 3.244 3.120 2.720
C 0.302 2.936 -4.023
C -0.741 7.733 6.975
C 2.317 1.972 -3.061
C -1.691 -4.250 -1.165
C -6.566 -6.854 1.389
C -0.971 0.644 -2.015
C 2.922 3.216 1.372
C 2.318 2.136 0.738
B -1.183 2.239 -3.810
Be -3.389 -5.748 5.394
Be 1.458 -0.216 -4.830
H 5.801 -3.320 -1.639
H 0.806 -1.004 -3.184
H -1.268 8.655 7.213
H 3.704 0.455 -2.175
H 2.054 2.179 -0.314
H 3.141 4.125 0.819
H -3.541 -3.265 -0.568
H -1.776 -1.009 -3.318
H 2.443 -0.165 -3.406
H 4.200 -1.708 -1.262
H -2.678 -2.468 -1.909
H -1.921 -4.776 -2.092
H 1.584 0.133 1.038
H 0.262 7.742 7.400
H -1.307 6.867 7.315
H 3.715 3.945 3.243
H 0.361 3.805 -3.303
H -6.277 -6.084 2.102
H -2.050 2.879 -4.337
H 0.297 3.331 -5.101
H 4.031 0.815 -3.968
H 6.666 -2.109 -2.615
H 0.062 0.777 -1.526
H -1.651 0.178 -1.233
H -1.789 -4.939 -0.322
H 3.180 1.814 4.433
H 6.464 -1.848 -0.865

Cartesian forces (eV/Å) of the 6 atoms listed first:
-10.1887 4.8061 1.6457
-0.1424 -0.2654 0.2808
-0.1371 0.2090 -0.0504
0.3950 0.0095 -0.0761
-0.5299 -0.4570 -0.0365
-2.4984 1.6331 -2.8695

For the LUMO energy, the calculation gives -7.36 eV. The calculation puts the strongest force on any atom at 0.221 hartree/bohr. The net charge is +1.

=====

(3)
Entry from the OMol25 dataset: a structure of composition C59H149BeN10O19 in a non-equilibrium geometry (ωB97M-V with the def2-TZVPD basis set).

CARTESIAN COORDINATES (ANGSTROEM)
O -5.605 -0.295 0.664
O 1.713 2.628 3.871
O 8.713 -1.391 4.501
O -1.440 -0.445 0.006
O -0.237 5.556 0.681
O 2.698 -4.652 -0.596
O 5.470 -0.803 -2.600
O -4.920 0.130 4.368
O -1.913 -5.992 -5.371
O 1.581 -5.611 3.447
O -3.230 -2.503 -1.921
O 2.812 -2.133 3.745
O -4.366 1.550 -0.377
O -1.945 -1.047 -4.953
O 1.948 2.419 -3.037
O 4.631 0.974 0.346
O -2.541 9.814 2.181
O -4.153 3.764 3.763
O 1.473 -3.222 -5.814
N 6.379 -0.799 1.759
N -3.416 0.091 1.588
N -2.674 0.164 -2.455
N 2.843 0.907 5.837
N -1.186 4.894 4.181
N -0.417 -4.874 -7.549
N 0.171 7.824 2.336
N 3.371 0.173 -4.220
N -5.530 -1.654 -1.707
N 0.688 -6.218 0.864
C 0.016 -5.189 1.680
C -1.325 0.149 -4.488
C -5.710 0.052 2.048
C -2.017 8.914 3.163
C 1.860 -4.292 -6.670
C 1.323 -4.626 -0.946
C -2.104 4.788 3.049
C 2.710 3.125 2.987
C 0.190 4.551 3.830
C 6.834 -0.997 -2.230
C 1.018 -3.600 -4.525
C -3.558 5.038 3.433
C 3.418 -1.359 6.587
C -1.732 2.270 -3.168
C -0.089 -0.402 0.324
C 2.056 -2.566 2.641
C -3.519 2.271 0.454
C 0.396 3.049 3.527
C -4.017 -2.780 -3.052
C -5.502 3.940 4.152
C 5.192 -1.527 -3.813
C 0.848 -0.611 -0.885
C 0.176 0.915 1.008
C -0.193 7.936 0.914
C 2.401 -0.886 4.259
C 1.829 -5.995 4.785
C 0.033 4.384 -0.046
C 3.696 -1.242 -4.121
C -1.270 -1.558 -6.070
C 4.948 -1.001 1.726
C 0.690 -5.955 -0.563
C 1.645 1.898 -4.306
C 10.075 -1.317 4.821
C -2.116 -3.420 -1.753
C 1.932 0.398 -4.287
C -4.465 -0.965 3.593
C -6.298 0.115 4.666
C -6.556 -0.672 -1.471
C -1.797 -6.681 -6.626
C 0.380 6.716 0.163
C -3.951 9.944 2.369
C -3.682 1.538 1.783
C -3.250 -5.957 -4.887
C -6.844 -0.592 0.026
C 6.955 -1.243 3.034
C -5.038 -1.690 -3.087
C -3.171 -0.670 2.836
C 3.312 -0.383 5.369
C -0.439 -6.283 -7.169
C 0.937 -4.485 -7.885
C -2.326 0.947 -3.678
C 0.196 -5.605 3.151
C 8.474 -1.077 3.123
C 4.328 -0.398 0.478
C 3.425 -3.484 -0.953
C -4.893 2.257 -1.490
C 2.041 3.832 -3.001
C 3.861 1.601 -0.672
C -0.501 8.850 3.122
Be -3.981 -0.782 -0.356
H 2.114 -1.684 1.986
H 10.509 -0.344 4.563
H 6.511 0.181 1.534
H -4.472 -3.772 -3.133
H 0.372 -4.486 -4.510
H -1.009 -5.396 1.358
H 0.862 4.841 4.640
H 2.901 -2.629 -0.519
H -5.228 -1.258 2.865
H 2.793 4.210 3.004
H -3.388 -2.762 -3.946
H 8.742 -0.031 2.951
H 4.654 -1.014 -0.366
H -1.865 0.279 -1.839
H -5.978 2.997 4.426
H -0.238 -1.821 -5.807
H -7.477 0.284 0.187
H -1.488 4.281 4.931
H 1.635 -0.066 -5.234
H 1.301 -4.614 -2.043
H 1.996 -5.245 -6.154
H -2.650 -6.477 -7.275
H -6.354 0.330 -1.850
H -4.885 0.618 2.470
H -3.529 -6.968 -4.584
H -0.380 -4.977 3.840
H -2.367 2.935 -2.585
H 2.568 -3.430 2.228
H 3.632 2.590 3.219
H 6.411 -0.842 3.894
H -1.274 7.911 0.735
H -2.487 2.103 0.130
H 1.350 -0.994 4.569
H -3.230 1.211 -4.232
H 0.801 -1.579 -1.384
H -4.370 8.942 2.220
H -2.006 3.894 2.427
H -0.655 -4.385 -6.690
H 4.281 -1.129 7.215
H 2.842 -3.973 -7.028
H -3.228 -5.350 -3.982
H -7.295 -1.462 0.511
H 0.517 5.140 2.975
H -2.921 1.961 2.450
H 6.747 -2.311 3.139
H -0.073 4.460 -1.131
H 0.323 -6.376 -6.390
H -0.153 8.667 4.143
H 0.173 8.861 0.468
H 4.361 -3.604 -0.408
H 3.639 -3.316 -2.011
H 1.465 -5.144 -8.576
H 1.634 -6.346 1.200
H 2.859 1.583 -0.228
H 1.017 3.965 0.197
H 0.134 -1.156 1.096
H 3.920 1.055 -1.611
H 1.307 -0.106 -3.541
H 1.424 -7.000 4.943
H 5.279 -2.610 -3.704
H -0.303 -6.003 -1.019
H -6.018 -2.520 -1.496
H 3.718 0.743 -3.459
H -2.438 7.910 3.045
H -1.539 -3.540 -2.670
H 0.224 2.887 2.459
H 0.515 0.126 -1.627
H 2.881 -6.161 5.019
H -0.669 3.670 0.392
H 4.759 -2.070 1.847
H -0.381 1.078 1.938
H -0.160 6.901 2.588
H -1.198 -0.900 -6.940
H -4.354 -1.780 4.314
H -4.646 -0.703 -3.328
H 1.427 -5.228 5.449
H 1.882 -0.293 -0.739
H -5.844 -1.907 -3.793
H -0.258 -6.585 3.331
H 2.496 2.696 2.000
H -1.495 -3.141 -0.905
H 4.144 2.645 -0.792
H 2.533 -1.299 7.221
H 9.037 -1.757 2.482
H -1.804 -7.755 -6.412
H 3.237 -0.505 0.491
H 3.155 -1.734 -3.304
H -2.326 9.335 4.124
H 4.387 -0.526 2.544
H -6.630 -0.831 5.109
H -2.737 -1.616 2.509
H -7.499 -0.935 -1.965
H -2.536 -4.392 -1.481
H -5.698 -0.912 2.568
H 0.540 -2.693 -4.160
H 2.337 4.095 -1.986
H 6.984 -2.059 -2.015
H 1.834 -3.955 -3.886
H -1.267 2.794 -4.005
H -6.507 0.797 5.491
H 2.279 -0.143 3.457
H -0.349 2.483 4.087
H -4.573 1.750 2.370
H 0.991 -2.637 2.885
H -5.959 2.375 -1.286
H 0.281 -4.147 1.502
H -0.933 2.040 -2.454
H -0.495 -0.204 -3.862
H 1.210 1.007 1.357
H -2.598 -0.805 -2.736
H 0.239 6.846 -0.916
H -4.368 3.203 -1.621
H -3.655 5.782 4.225
H -4.177 10.149 3.420
H -4.776 1.712 -2.428
H -4.074 5.390 2.533
H 2.504 1.415 5.018
H -5.637 4.631 4.984
H 3.638 -2.397 6.334
H -1.773 -2.465 -6.410
H -1.877 5.667 2.443
H 1.993 0.731 6.367
H 2.263 2.287 -5.120
H 1.469 6.690 0.280
H -3.908 -5.467 -5.606
H 0.956 -3.521 -8.401
H 5.793 -1.164 -4.648
H -2.403 -0.127 3.390
H -0.198 -6.909 -8.030
H -0.108 1.762 0.376
H 4.312 -0.260 4.947
H 7.667 -0.719 -2.882
H 1.071 4.321 -3.144
H 2.736 4.231 -3.741
H -3.694 3.332 0.634
H -6.669 0.506 2.299
H -6.951 0.336 3.819
H 0.578 2.101 -4.455
H -0.061 9.832 2.936
H 3.462 -1.676 -5.093
H 10.640 -2.030 4.209
H 7.031 -0.451 -1.307
H -4.431 10.692 1.746
H -5.996 4.225 3.216
H -2.516 0.006 1.097
H 1.283 -6.754 -1.012
H 0.767 -3.789 -0.517
H 10.202 -1.510 5.884
H -0.809 0.716 -5.268

Cartesian forces (eV/Å) of the 6 atoms listed first:
0.0358 -0.8105 -1.2525
-0.6215 0.2302 -0.0829
0.2142 0.1766 -0.3471
-1.0719 -0.3224 -0.7359
0.0613 0.4215 -0.7372
-0.3363 0.0077 -0.0796

For the LUMO energy, the calculation gives -2.48 eV. The calculation puts the strongest force on any atom at 0.272 hartree/bohr. The value obtained for the energy above the lowest of the compared OMol25 structures with the same formula, charge and spin is 81.1 kcal/mol. The net charge is +1.

=====

Which value of strongest force on any atom does entry 1 give? 0.068 hartree/bohr

=====

The lowest LUMO energy belongs to which entry? C15H27BBe2Br3CsFN2O16S2